Record 1
Molecular formula: C39H35AsI2N2O7PS2V
Method: DFT, ωB97M-V/def2-TZVPD

```
90
Properties=species:S:1:pos:R:3:lowdin_spin:R:1
V 0.184 -0.218 0.419 1.086
O 0.653 4.721 -0.451 0.000
C 1.198 4.834 0.792 0.000
C 1.945 5.962 1.103 0.000
C 2.537 6.065 2.348 0.000
C 2.382 5.058 3.295 0.000
C 1.618 3.948 2.987 0.000
C 1.009 3.826 1.740 0.000
C 0.226 2.618 1.386 -0.001
O 0.168 2.237 0.165 0.005
N -0.385 1.985 2.370 -0.005
N -0.904 0.807 1.887 -0.014
C -1.979 0.372 2.440 0.010
C -2.694 -0.798 1.992 -0.003
C -3.751 -1.307 2.754 0.002
C -4.474 -2.400 2.322 -0.004
C -4.162 -2.994 1.101 0.002
C -3.142 -2.498 0.311 -0.004
C -2.405 -1.396 0.752 0.004
O -1.414 -0.912 0.007 -0.010
H 0.411 3.776 -0.523 0.000
H 2.090 6.718 0.343 0.000
H 3.162 6.922 2.567 0.000
H 2.878 5.128 4.254 0.000
H 1.492 3.142 3.697 0.000
H -2.396 0.953 3.259 0.000
H -3.986 -0.837 3.703 0.000
H -5.278 -2.794 2.930 0.000
H -4.719 -3.861 0.766 0.000
H -2.887 -2.958 -0.634 0.000
C -1.190 -2.171 -5.451 -0.001
C -1.792 -2.181 -4.196 0.000
C -1.024 -2.049 -3.054 -0.001
C 0.365 -1.924 -3.133 -0.002
C 0.958 -1.922 -4.389 -0.001
C 0.184 -2.040 -5.542 0.000
P 1.286 -1.778 -1.546 -0.010
C 3.005 -2.164 -2.007 -0.002
C 3.675 -3.277 -1.511 -0.001
C 5.003 -3.499 -1.843 0.000
C 5.679 -2.608 -2.663 -0.001
C 5.024 -1.487 -3.148 0.000
C 3.698 -1.263 -2.815 -0.001
C 0.737 -3.324 -0.743 -0.001
C 0.648 -4.514 -1.422 0.002
C 0.328 -5.705 -0.745 -0.001
C 0.142 -5.688 0.610 0.001
C 0.225 -4.480 1.340 -0.002
C 0.054 -4.457 2.748 0.007
C 0.132 -3.278 3.425 -0.002
C 0.318 -2.063 2.723 0.003
C 0.460 -2.032 1.364 -0.049
C 0.479 -3.267 0.650 -0.004
H -1.791 -2.270 -6.347 0.000
H -2.868 -2.279 -4.109 0.000
H -1.500 -2.022 -2.085 0.000
H 2.030 -1.853 -4.491 0.000
H 0.670 -2.040 -6.510 0.000
H 3.174 -3.964 -0.843 0.000
H 5.514 -4.364 -1.439 0.000
H 6.721 -2.776 -2.906 0.000
H 5.550 -0.769 -3.765 0.000
H 3.209 -0.364 -3.166 0.000
H 0.854 -4.544 -2.486 0.000
H 0.250 -6.633 -1.299 0.000
H -0.073 -6.604 1.148 0.000
H -0.129 -5.391 3.267 0.000
H 0.024 -3.257 4.503 0.000
H 0.339 -1.138 3.288 0.000
I 4.834 3.443 -0.297 0.000
I 6.486 5.909 0.000 0.001
O 3.958 0.868 2.029 -0.001
S 3.239 0.242 0.964 0.002
O 1.710 0.353 1.318 -0.015
O 3.497 -1.146 0.671 0.000
S 3.376 1.362 -0.765 0.001
C -1.957 3.066 -1.658 0.000
As -0.644 1.923 -2.501 0.001
C 0.999 2.873 -2.814 0.000
C -1.354 1.598 -4.268 0.000
O -0.430 0.461 -1.776 0.009
H -1.639 4.107 -1.700 0.000
H -2.051 2.759 -0.621 0.000
H -2.905 2.944 -2.181 0.000
H 0.802 3.906 -3.099 0.000
H 1.521 2.354 -3.617 0.000
H 1.607 2.843 -1.913 0.000
H -1.490 2.536 -4.806 0.000
H -2.310 1.085 -4.169 0.000
H -0.663 0.950 -4.807 0.000
```

## Properties
Charge: -1
Spin multiplicity: 2
ΔE to the lowest compared entry with this formula, charge and spin (eV): 2.148
Highest occupied orbital energy (alpha / beta) (Eh): -0.18585 / -0.18586



Record 2
Molecular formula: C39H35BN5O2Os
Method: DFT, ωB97M-V/def2-TZVPD

```
83
Properties=species:S:1:pos:R:3:lowdin_charge:R:1
Os -0.233 0.260 -0.637 1.653
O 1.612 0.448 -0.756 -0.293
C 2.461 0.938 0.306 -0.418
C 2.279 0.069 1.544 -0.048
C 0.943 0.056 2.229 -0.234
C 0.915 -0.029 3.614 0.004
C -0.282 -0.247 4.268 -0.003
C -1.421 -0.438 3.503 0.014
C -1.337 -0.338 2.128 -0.257
C -2.503 -0.720 1.266 -0.064
C -2.099 -1.839 0.288 -0.409
O -1.314 -1.243 -0.766 -0.271
C -1.318 -2.928 1.014 -0.172
C 0.049 -3.105 0.853 -0.038
C 0.731 -4.064 1.592 -0.063
C 0.052 -4.854 2.504 -0.072
C -1.319 -4.694 2.660 -0.057
C -1.998 -3.744 1.916 -0.016
C -3.297 -2.429 -0.449 -0.162
C -4.592 -1.955 -0.301 -0.027
C -5.634 -2.521 -1.026 -0.066
C -5.385 -3.558 -1.908 -0.073
C -4.088 -4.032 -2.067 -0.058
C -3.053 -3.472 -1.341 -0.014
N -0.186 -0.019 1.503 0.029
C 3.895 0.762 -0.182 -0.158
C 4.233 -0.348 -0.949 -0.025
C 5.546 -0.550 -1.347 -0.065
C 6.533 0.351 -0.976 -0.075
C 6.201 1.457 -0.209 -0.063
C 4.886 1.664 0.184 -0.014
C 2.110 2.406 0.517 -0.190
C 2.004 2.980 1.778 -0.035
C 1.691 4.329 1.918 -0.065
C 1.484 5.114 0.797 -0.074
C 1.607 4.552 -0.468 -0.057
C 1.925 3.212 -0.607 -0.028
H 3.047 0.325 2.275 0.138
H 2.498 -0.961 1.239 0.142
H 1.843 0.057 4.162 0.128
H -0.320 -0.314 5.347 0.124
H -2.367 -0.696 3.956 0.128
H -2.903 0.128 0.703 0.125
H -3.296 -1.081 1.920 0.127
H 0.602 -2.522 0.126 0.095
H 1.795 -4.199 1.443 0.108
H 0.581 -5.602 3.079 0.108
H -1.863 -5.321 3.354 0.110
H -3.072 -3.643 2.025 0.129
H -4.816 -1.141 0.376 0.106
H -6.641 -2.147 -0.899 0.108
H -6.197 -3.999 -2.472 0.108
H -3.886 -4.841 -2.756 0.110
H -2.043 -3.844 -1.462 0.126
H 3.466 -1.048 -1.255 0.110
H 5.797 -1.412 -1.951 0.108
H 7.557 0.194 -1.289 0.108
H 6.964 2.169 0.078 0.109
H 4.637 2.540 0.771 0.119
H 2.178 2.392 2.670 0.110
H 1.618 4.762 2.907 0.109
H 1.244 6.164 0.904 0.109
H 1.464 5.162 -1.351 0.113
H 2.030 2.781 -1.595 0.129
B -1.579 2.468 -3.118 -0.354
N -0.769 1.206 -3.512 -0.057
C -0.505 0.863 -4.777 -0.060
C 0.248 -0.298 -4.785 -0.029
C 0.410 -0.611 -3.444 -0.121
N -0.210 0.304 -2.692 -0.129
N -1.709 2.648 -1.535 -0.024
C -2.382 3.664 -1.040 -0.040
C -2.255 3.699 0.359 -0.001
C -1.464 2.633 0.659 -0.104
N -1.125 1.977 -0.497 -0.144
H -0.996 3.444 -3.510 0.076
H -2.705 2.384 -3.526 0.076
H -0.870 1.473 -5.586 0.135
H 0.622 -0.833 -5.638 0.104
H 0.933 -1.432 -2.982 0.115
H -2.908 4.329 -1.705 0.145
H -2.677 4.422 1.033 0.115
H -1.072 2.290 1.600 0.114
```

## Properties
Charge: +1
ΔE to the lowest compared entry with this formula, charge and spin (eV): 0.000
Highest occupied orbital energy (alpha / beta) (Eh): -0.41714 / -0.41712



Question: Look up the ΔE to the lowest compared entry with this formula, charge and spin of the first one.
Answer: 2.148 eV



Question: Which of these has the highest ΔE to the lowest compared entry with this formula, charge and spin?
Answer: C39H35AsI2N2O7PS2V



Question: Look up the charge of the second one.
Answer: +1



Question: ΔE to the lowest compared entry with this formula, charge and spin of number 1 (C39H35AsI2N2O7PS2V)?
Answer: 2.148 eV